Record 1
A molecular structure, C19H38Cl2NO4SiZn at a distorted geometry. Source: OMol25; level of theory: ωB97M-V/def2-TZVPD.

Summary:
Frontier orbital gap: 6.392 eV
Electronic energy: -111342.438 eV
ΔE to the lowest compared entry with this formula, charge and spin: 0.0 kcal/mol
Total charge: -1
HOMO: -3.865 eV
Lowest unoccupied orbital energy: 2.53 eV
F_max: 2.4 eV Å⁻¹

Last column: Mulliken charge in e.
Cartesian coordinates (Å):
Zn -7.449 7.783 10.782  0.028
Cl -7.010 8.849 6.011  -0.245
C -6.688 9.765 7.552  0.523
Cl -6.212 11.440 7.228  -0.206
C -8.061 9.610 8.352  -0.162
O -8.847 10.549 8.271  -0.685
O -8.079 8.527 8.978  -0.393
H -5.883 9.241 8.008  0.137
C -7.212 5.737 7.114  -0.596
N -6.911 4.735 8.101  0.278
C -7.403 3.379 7.970  -0.995
C -6.416 5.139 9.302  -0.388
O -6.012 6.244 9.593  -0.639
H -7.810 6.521 7.592  0.003
H -7.725 5.285 6.250  0.300
H -6.276 6.213 6.830  0.372
H -8.506 3.345 7.933  0.268
H -7.020 2.753 8.772  0.375
H -6.999 3.007 7.035  0.411
H -6.468 4.325 10.033  0.554
C -6.112 10.494 11.702  -0.977
C -5.895 8.996 11.394  0.438
O -4.730 8.661 11.517  -0.686
H -5.129 10.864 11.980  0.390
H -6.870 10.621 12.474  0.165
H -6.513 11.023 10.816  0.190
C -11.407 4.803 11.913  -1.585
C -10.060 5.210 11.290  2.778
C -10.255 5.407 9.765  -1.989
C -9.116 4.015 11.508  -1.737
Si -9.248 6.813 12.085  -0.438
C -10.546 8.327 12.171  2.292
C -11.355 8.349 10.844  -1.844
C -9.711 9.623 12.192  -1.814
C -11.525 8.393 13.368  -1.876
C -8.645 6.403 13.859  2.797
C -9.686 5.619 14.685  -1.868
C -7.322 5.600 13.946  -1.538
C -8.380 7.740 14.552  -2.269
H -11.864 3.970 11.390  0.521
H -12.123 5.672 11.840  0.177
H -11.448 4.553 12.956  0.309
H -10.447 4.448 9.345  0.660
H -9.328 5.728 9.289  0.301
H -11.028 6.108 9.466  0.232
H -9.455 3.173 10.918  0.648
H -9.108 3.647 12.572  0.247
H -8.108 4.231 11.162  0.049
H -10.676 8.324 9.974  0.139
H -11.940 9.260 10.750  0.516
H -12.015 7.520 10.735  0.406
H -9.292 9.864 11.197  0.046
H -8.949 9.564 12.948  0.206
H -10.382 10.481 12.448  0.614
H -12.177 7.537 13.247  0.324
H -12.005 9.388 13.278  0.588
H -11.009 8.340 14.311  0.274
H -9.633 4.527 14.486  0.306
H -10.719 5.965 14.571  0.242
H -9.403 5.778 15.750  0.510
H -7.526 4.578 13.619  0.325
H -6.959 5.540 14.975  0.538
H -6.527 6.094 13.320  0.201
H -9.221 8.359 14.847  0.351
H -7.709 8.388 13.992  0.220
H -7.938 7.496 15.532  0.680

=====

Record 2
A molecular structure, C19H38MoNO4P3 at a distorted geometry. Source: OMol25; level of theory: ωB97M-V/def2-TZVPD.

Summary:
Frontier orbital gap (spin up / spin down): 5.395 / 6.323 eV
Electronic energy: -59678.575 eV
ΔE to the lowest compared entry with this formula, charge and spin: 0.0 kcal/mol
⟨S²⟩: 2.0257
Total charge: +4
HOMO (spin up / spin down): -21.162 / -21.809 eV
Lowest unoccupied orbital energy (spin up / spin down): -15.77 / -15.49 eV
F_max: 6.9 eV Å⁻¹
Multiplicity: 3

Last column: Mulliken charge in e.
Cartesian coordinates (Å):
P -1.478 -0.015 2.184  0.887
C -2.041 1.651 2.754  -1.185
H -2.614 1.505 3.677  0.631
H -2.661 2.117 1.979  0.198
H -1.170 2.286 2.947  0.424
C -3.143 -0.763 1.949  -1.255
H -3.074 -1.850 1.835  0.410
H -3.573 -0.356 1.025  0.278
H -3.765 -0.482 2.812  0.520
C -0.959 -0.730 3.801  -1.136
H -1.828 -0.706 4.475  0.479
H -0.128 -0.132 4.193  0.435
H -0.609 -1.757 3.648  0.326
P 3.050 -0.653 0.732  0.928
C 4.015 0.811 1.257  -1.249
H 5.076 0.549 1.288  0.514
H 3.691 1.165 2.239  0.458
H 3.871 1.638 0.555  0.391
C 3.403 -1.874 2.040  -1.120
H 3.049 -2.866 1.749  0.379
H 2.880 -1.591 2.961  0.348
H 4.482 -1.883 2.227  0.519
C 3.931 -1.226 -0.755  -1.145
H 4.947 -1.508 -0.461  0.495
H 3.962 -0.427 -1.503  0.403
H 3.421 -2.089 -1.191  0.320
P -0.360 0.132 -2.514  0.793
C -0.173 1.772 -3.338  -0.966
H -0.744 1.757 -4.276  0.528
H 0.885 1.982 -3.524  0.506
H -0.539 2.559 -2.667  0.009
C 0.276 -0.946 -3.872  -1.192
H -0.113 -0.559 -4.828  0.515
H -0.023 -1.987 -3.701  0.369
H 1.372 -0.907 -3.867  0.368
C -2.172 -0.086 -2.714  -1.155
H -2.410 -0.050 -3.786  0.536
H -2.678 0.712 -2.162  0.202
H -2.484 -1.040 -2.282  0.302
Mo 0.712 -0.265 0.164  0.661
C 0.949 1.004 1.703  0.073
O 1.214 1.796 2.538  -0.196
C 1.637 1.094 -0.983  0.298
O 2.354 1.867 -1.528  -0.226
C 0.561 -3.229 -1.284  -0.480
C -0.816 -2.996 -1.297  -0.894
C -1.539 -2.996 -0.101  -0.501
C -0.872 -3.144 1.117  -1.064
C 0.507 -3.375 1.139  -0.502
C 1.231 -3.376 -0.061  -1.166
H 1.108 -3.361 -2.225  0.594
H -1.357 -2.910 -2.244  0.984
H -2.634 -2.928 -0.126  0.596
H -1.429 -3.182 2.059  0.980
H 1.002 -3.624 2.084  0.610
H 2.299 -3.619 -0.070  0.992
N -1.986 4.779 -1.191  -0.058
C -2.410 3.827 -0.156  -1.007
C -1.196 2.877 -0.154  0.518
O -0.100 3.457 -0.259  -0.689
O -1.455 1.628 -0.158  -0.372
H -1.051 5.081 -0.876  0.358
H -2.617 5.548 -1.332  0.397
H -1.861 4.286 -2.083  0.231
H -2.485 4.288 0.830  0.429
H -3.338 3.321 -0.394  0.369

=====

Record 3
A molecular structure, C19H38N3O2PPbSi at a distorted geometry. Source: OMol25; level of theory: ωB97M-V/def2-TZVPD.

Summary:
Frontier orbital gap (spin up / spin down): 5.233 / 4.878 eV
Electronic energy: -51295.939 eV
HOMO (spin up / spin down): -5.980 / -5.615 eV
Lowest unoccupied orbital energy (spin up / spin down): -0.75 / -0.74 eV
F_max: 2.5 eV Å⁻¹

Last column: Mulliken charge in e.
Cartesian coordinates (Å):
Pb 0.289 -0.082 -0.592  1.279
Si 2.819 0.346 -1.678  0.665
P -0.741 0.610 -3.399  0.498
N -1.044 -1.912 -0.768  -0.764
H -0.341 2.813 1.509  -0.066
C -2.487 0.819 -3.942  -1.359
H -2.539 0.965 -5.034  0.410
H -2.918 1.690 -3.425  0.355
H -3.056 -0.079 -3.655  0.362
C 0.050 1.947 -4.369  -1.203
H -0.274 1.901 -5.418  0.412
H 1.137 1.828 -4.302  0.288
H -0.229 2.921 -3.945  0.343
C -0.276 -0.827 -4.429  -1.176
H -0.601 -0.651 -5.464  0.412
H -0.761 -1.726 -4.031  0.316
H 0.810 -0.968 -4.394  0.305
C 3.337 2.100 -1.166  -1.057
H 2.837 2.435 -0.239  0.255
H 3.107 2.809 -1.978  0.315
H 4.425 2.102 -0.988  0.374
H 3.874 -0.536 -1.070  -0.198
H 2.871 0.268 -3.165  -0.239
C -0.674 -3.140 -1.037  0.551
C -1.357 -5.510 -1.042  -0.420
C -1.678 -4.179 -0.871  -0.528
C 0.626 -3.561 -1.540  -0.058
C 0.915 -4.900 -1.713  -0.711
C -0.071 -5.876 -1.486  -0.422
H -2.098 -6.286 -0.846  0.340
H -2.693 -3.860 -0.616  0.352
H 1.360 -2.789 -1.793  0.230
H 1.914 -5.208 -2.041  0.328
H 0.161 -6.924 -1.675  0.335
C -0.982 2.739 0.604  0.992
O -1.111 1.391 0.256  -0.448
C -2.368 3.244 0.980  -1.568
H -2.380 4.306 1.258  0.433
H -2.756 2.661 1.820  0.337
H -3.079 3.110 0.150  0.303
C -0.309 3.594 -0.458  -1.128
H -0.815 3.513 -1.434  0.122
H 0.740 3.303 -0.602  0.066
H -0.327 4.648 -0.147  0.470
C -1.940 -0.536 2.422  -0.904
N -0.803 -0.292 3.293  0.258
C -1.047 0.614 4.395  -0.527
C 0.022 0.384 5.438  -0.754
C 1.425 0.475 4.902  -0.645
N 1.518 -0.040 3.558  0.274
C 2.861 -0.088 3.013  -1.105
C 0.463 -0.481 2.816  0.461
O 0.677 -1.025 1.692  -0.872
H -2.061 0.274 1.681  0.212
H -2.842 -0.546 3.051  0.296
H -1.815 -1.477 1.872  0.270
H -1.078 1.671 4.052  0.210
H -2.037 0.353 4.782  0.428
H -0.127 -0.604 5.884  0.313
H -0.099 1.128 6.225  0.373
H 2.119 -0.104 5.527  0.309
H 1.768 1.522 4.926  0.368
H 3.371 0.863 3.219  0.372
H 3.460 -0.877 3.493  0.321
H 2.858 -0.264 1.933  0.240

=====

Record 4
A molecular structure, C19H38N7O2PtS2. Source: OMol25; level of theory: ωB97M-V/def2-TZVPD.

Summary:
Frontier orbital gap: 8.078 eV
Electronic energy: -59759.770 eV
ΔE to the lowest compared entry with this formula, charge and spin: 0.0 kcal/mol
Total charge: +1
HOMO: -10.164 eV
Lowest unoccupied orbital energy: -2.09 eV
F_max: 0.2 eV Å⁻¹

Last column: Mulliken charge in e.
Cartesian coordinates (Å):
Pt -0.309 -0.549 -0.396  1.327
N -2.212 -0.303 0.439  -0.798
C -2.377 0.439 1.714  -0.328
C -1.721 -0.222 2.913  -0.710
N -0.274 -0.039 2.917  -0.360
H -2.703 0.220 -0.284  0.452
H -2.658 -1.214 0.523  0.058
H -3.447 0.540 1.912  0.502
H -1.970 1.440 1.567  0.107
H -1.940 -1.296 2.905  0.209
H -2.209 0.188 3.805  0.500
H 0.132 -0.472 3.738  0.272
H -0.051 0.949 2.980  0.123
C 3.780 1.330 -0.955  -0.988
N 2.872 1.409 -2.098  0.204
C 2.661 2.771 -2.591  -1.288
C 2.073 0.401 -2.448  0.094
S 1.785 -0.932 -1.336  -0.449
N 1.579 0.366 -3.686  0.352
C 2.259 0.991 -4.819  -1.239
C 0.475 -0.508 -4.065  -0.821
H 4.634 1.972 -1.167  0.388
H 4.125 0.313 -0.811  0.415
H 3.290 1.681 -0.049  0.283
H 2.619 3.429 -1.721  0.435
H 1.707 2.838 -3.104  0.427
H 3.470 3.101 -3.243  0.355
H 3.277 1.255 -4.547  0.405
H 1.735 1.877 -5.178  0.349
H 2.296 0.259 -5.626  0.418
H -0.165 -0.692 -3.209  0.142
H 0.849 -1.457 -4.452  0.311
H -0.099 -0.002 -4.840  0.378
C -3.320 -3.972 0.687  -1.229
N -2.095 -3.453 0.104  0.355
C -2.110 -3.283 -1.342  -1.118
C -0.928 -3.342 0.812  0.451
N -0.063 -2.417 0.509  -0.424
N -0.748 -4.188 1.864  0.136
C 0.259 -3.873 2.865  -1.182
C -1.058 -5.610 1.746  -1.190
H -4.153 -3.323 0.404  0.383
H -3.244 -3.987 1.772  0.362
H -3.557 -4.980 0.335  0.376
H -2.290 -4.244 -1.832  0.365
H -1.159 -2.876 -1.672  0.311
H -2.905 -2.594 -1.640  0.324
H 0.836 -2.561 0.948  0.286
H 1.264 -4.176 2.551  0.394
H 0.016 -4.407 3.782  0.357
H 0.257 -2.804 3.067  0.278
H -1.538 -5.819 0.796  0.399
H -1.709 -5.937 2.557  0.349
H -0.133 -6.189 1.788  0.390
O 0.491 6.952 2.529  -0.471
C 1.098 5.748 2.518  0.591
O 1.987 5.520 3.289  -0.543
C 0.616 4.736 1.524  0.620
C -0.223 5.021 0.452  -0.799
C -0.619 4.024 -0.425  -1.456
C -0.179 2.711 -0.254  0.978
S -0.677 1.489 -1.426  -0.791
C 0.676 2.429 0.817  -0.866
C 1.065 3.428 1.690  -0.682
H -0.256 6.972 1.920  0.283
H -0.573 6.029 0.259  0.239
H -1.276 4.262 -1.252  0.465
H 1.027 1.414 0.956  1.031
H 1.736 3.220 2.514  0.502

=====

- Which value of electronic energy does entry 4 give?
  -59759.770 eV